Density functional theory data (ωB97M-V/def2-TZVPD) for the molecule C5H7N at a distorted geometry.

As for the energy relative to the best compared isomer or geometry (same formula, charge and spin): 97.7 kcal/mol. The energy comes out at -6784.27462 eV. Its SMILES is C#C[C@H]1CCN1. As for the gap between HOMO and LUMO: 0.371 Eh.

The geometry in XYZ format:
```
13
Properties=species:S:1:pos:R:3:forces:R:3:mulliken_charge:R:1
C -0.994 2.091 -1.194 1.06 -3.11 1.90 -0.127
C -0.692 1.068 -0.591 -2.12 -0.39 -1.42 -0.839
C -0.689 -0.378 -0.065 4.26 2.93 1.53 0.343
C 0.707 -1.091 -0.538 -2.36 1.90 -0.96 -0.632
C 1.300 -1.025 0.840 -2.64 0.25 0.54 -0.411
N -0.040 -0.275 1.380 1.57 -1.36 -1.48 -0.608
H -1.283 2.907 -1.755 -0.17 1.29 -0.60 0.472
H -1.660 -0.820 0.015 -0.33 -0.36 -0.52 0.357
H 0.497 -2.062 -0.909 0.31 -0.83 -0.88 0.310
H 1.194 -0.337 -1.237 -0.54 -1.61 0.49 0.287
H 2.185 -0.430 0.680 0.51 0.08 1.34 0.271
H 1.385 -2.032 1.328 0.35 1.30 -0.21 0.294
H 0.169 0.711 1.504 0.10 -0.08 0.28 0.283
```
Positions in Å, forces in eV/Å.


Density functional theory data (ωB97M-V/def2-TZVPD) for a cluster of 2 separate species, C9H14N2O2 in total at a distorted geometry.

As for the energy relative to the best compared isomer or geometry (same formula, charge and spin): 41.0 kcal/mol. The energy comes out at -16634.30104 eV. Its SMILES is O=c1cc[nH]c(=O)[nH]1.C1CCCC1. As for the gap between HOMO and LUMO: 0.357 Eh.

The geometry in XYZ format:
```
27
Properties=species:S:1:pos:R:3:forces:R:3:mulliken_charge:R:1
O -1.635 0.842 -2.235 0.54 0.26 1.05 -0.643
C -1.169 1.364 -1.228 0.41 0.79 -1.62 0.395
C -1.863 1.881 -0.101 -2.05 0.08 2.83 -0.506
C -1.198 2.331 1.014 -4.76 -1.13 -0.35 -0.159
N 0.075 2.483 1.057 4.85 0.85 3.03 -0.013
C 0.870 2.269 -0.021 2.14 1.83 -3.57 0.264
O 2.005 2.765 -0.086 -1.65 -1.71 0.30 -0.653
N 0.206 1.725 -1.175 -0.54 0.03 2.56 0.047
H -2.972 1.793 0.048 1.31 -0.13 -0.68 0.317
H -1.705 2.508 1.977 -0.02 0.13 -0.83 0.356
H 0.583 2.840 1.952 -1.21 -0.86 -2.51 0.321
H 0.667 1.606 -2.049 0.92 -0.01 -0.29 0.236
C 1.378 -1.732 0.822 0.43 0.71 5.57 -0.620
C -0.131 -1.402 1.168 0.98 -0.18 0.50 -0.031
C -0.910 -1.746 -0.058 -2.52 0.20 -1.63 -0.431
C 0.190 -1.901 -1.187 0.80 -0.60 1.11 -0.797
C 1.583 -1.382 -0.562 -0.40 0.10 -3.28 -0.368
H 1.921 -0.940 1.599 -0.53 -2.50 -1.87 0.231
H 1.612 -2.818 1.089 -0.18 1.49 -0.25 0.295
H -0.219 -0.322 1.277 0.20 0.17 0.26 -0.265
H -0.435 -1.846 2.135 0.02 0.06 -0.56 0.392
H -1.863 -0.988 -0.233 2.83 -1.42 -0.03 0.120
H -1.490 -2.679 -0.053 0.46 -0.09 0.50 0.363
H -0.170 -1.428 -2.082 0.31 -0.04 -0.70 0.374
H 0.469 -3.018 -1.316 -1.09 1.66 -0.17 0.356
H 1.792 -0.301 -0.599 -0.39 -0.34 -0.50 0.095
H 2.409 -1.901 -1.152 -0.84 0.63 1.13 0.326
```
Positions in Å, forces in eV/Å.


Density functional theory data (ωB97M-V/def2-TZVPD) for the molecule C2H2ClP at a distorted geometry.

As for the energy relative to the best compared isomer or geometry (same formula, charge and spin): 44.1 kcal/mol. The energy comes out at -23914.41754 eV. Its SMILES is Cl[C@@H]1C=P1. As for the gap between HOMO and LUMO: 0.297 Eh.

The geometry in XYZ format:
```
6
Properties=species:S:1:pos:R:3:forces:R:3:mulliken_charge:R:1
Cl 0.933 -1.901 -0.202 -0.89 0.79 0.26 -0.415
C -0.455 -0.235 0.295 1.36 -1.45 -0.25 -0.327
C 0.148 0.904 -0.207 0.51 -0.24 2.46 -0.160
P 0.404 0.801 1.464 -0.77 0.15 -1.46 0.036
H -1.305 -0.698 -0.145 -0.75 -0.46 0.66 0.444
H 0.275 1.129 -1.205 0.54 1.22 -1.67 0.421
```
Positions in Å, forces in eV/Å.


Density functional theory data (ωB97M-V/def2-TZVPD) for a cluster of 2 separate species, C5H14 in total at a distorted geometry.

As for the energy relative to the best compared isomer or geometry (same formula, charge and spin): 62.6 kcal/mol. The energy comes out at -5409.33468 eV. Its SMILES is CCC.CC. As for the gap between HOMO and LUMO: 0.420 Eh.

The geometry in XYZ format:
```
19
Properties=species:S:1:pos:R:3:forces:R:3:mulliken_charge:R:1
C -0.992 -0.833 1.688 -5.24 1.70 0.87 -0.973
C -0.435 0.478 2.198 -4.12 0.35 1.66 -0.115
C 0.864 0.718 1.662 -0.13 4.60 -2.97 -1.177
H -1.828 -0.454 0.957 1.09 -1.54 1.21 0.175
H -1.429 -1.516 2.480 0.26 0.95 -0.91 0.286
H -0.365 -1.396 1.135 2.41 -1.65 -1.77 0.339
H -1.127 1.367 1.964 0.73 -1.39 -0.69 0.222
H -0.715 0.574 3.259 1.57 -0.49 0.33 0.370
H 1.714 0.708 2.181 3.08 -0.22 3.05 0.423
H 1.164 0.218 0.784 -0.43 -1.19 -1.24 0.216
H 0.788 1.795 1.274 0.79 -1.12 0.42 0.236
C 0.163 0.531 -2.486 0.55 -1.37 0.22 -0.911
C 0.394 -1.012 -2.363 -2.98 2.78 -0.24 -0.729
H -0.222 0.765 -3.450 -2.74 0.10 -0.21 0.353
H -0.227 0.891 -1.508 0.07 0.55 -1.39 0.224
H 1.023 1.002 -2.870 2.33 0.83 1.20 0.298
H 1.308 -1.147 -1.956 3.05 -0.92 1.14 0.262
H 0.276 -1.432 -3.335 -0.14 -0.88 -0.31 0.386
H -0.353 -1.256 -1.613 -0.15 -1.07 -0.38 0.115
```
Positions in Å, forces in eV/Å.


Density functional theory data (ωB97M-V/def2-TZVPD) for a structure of composition C22H24F3N4NiOS2.

As for the energy relative to the best compared isomer or geometry (same formula, charge and spin): 0.0 kcal/mol. Its expectation value of S² is 2.01. As for the spin multiplicity: 3. Its total charge is +1. The energy comes out at -102073.35245 eV. As for the gap between HOMO and LUMO (alpha / beta): 0.323 / 0.288 Eh.

The geometry in XYZ format:
```
57
Properties=species:S:1:pos:R:3:forces:R:3:mulliken_charge:R:1
Ni -1.221 0.998 -0.920 0.00 0.02 -0.08 -0.253
F -4.777 -3.632 -0.682 0.00 0.00 0.01 -0.254
C -4.906 -2.421 -0.101 0.04 -0.02 0.02 0.631
F -4.250 -2.462 1.057 -0.02 0.02 -0.03 -0.262
F -6.210 -2.258 0.174 -0.01 -0.01 -0.02 -0.256
C -4.426 -1.345 -1.043 0.00 0.06 0.00 -0.017
C -5.155 -1.170 -2.213 0.00 -0.03 0.06 -0.363
C -4.770 -0.230 -3.152 0.04 0.06 -0.03 -0.857
C -3.642 0.521 -2.887 -0.04 -0.01 -0.01 -0.151
N -2.943 0.366 -1.765 -0.04 -0.03 -0.01 -0.329
C -3.301 -0.547 -0.828 0.04 -0.05 -0.04 1.109
S -2.161 -0.558 0.495 0.03 -0.01 0.07 -0.286
H -6.030 -1.785 -2.381 -0.01 0.01 -0.01 0.471
H -5.325 -0.083 -4.066 -0.01 0.00 0.00 0.435
H -3.278 1.269 -3.580 -0.01 -0.01 -0.01 0.451
N 2.068 5.139 8.178 0.00 0.00 0.01 -0.446
C 1.897 4.779 7.101 0.01 0.02 0.08 -0.014
C 1.683 4.328 5.755 -0.01 -0.01 -0.09 0.457
C 1.895 5.204 4.692 -0.01 -0.03 0.01 -0.766
C 1.683 4.775 3.394 -0.01 -0.02 0.01 -0.406
C 1.272 3.469 3.174 0.01 -0.01 0.07 0.521
C 1.067 2.585 4.223 0.00 0.03 0.01 -0.355
C 1.266 3.021 5.521 -0.01 0.02 -0.02 -0.749
N 1.052 3.024 1.835 -0.05 0.00 -0.01 0.134
C 1.891 3.216 0.760 0.04 0.01 -0.04 -0.194
C 1.281 2.639 -0.306 0.00 0.05 -0.05 -0.838
N 0.076 2.109 0.100 0.04 -0.09 0.18 -0.170
C -0.025 2.353 1.395 -0.04 0.01 -0.09 -0.081
H 2.213 6.218 4.887 0.00 0.00 0.00 0.453
H 1.818 5.453 2.563 0.00 0.00 -0.01 0.502
H 0.771 1.563 4.028 0.00 0.00 -0.01 0.518
H 1.110 2.349 6.353 0.00 0.00 0.01 0.450
H 2.836 3.718 0.866 0.01 0.00 -0.02 0.509
H 1.617 2.565 -1.325 0.00 -0.01 0.00 0.528
H -0.854 2.074 2.025 0.00 0.00 0.00 0.572
C 0.151 -4.226 -0.455 0.02 -0.01 0.00 -1.127
C 0.199 -3.906 -1.945 -0.04 0.01 -0.04 -0.495
C -0.341 -2.516 -2.271 0.05 -0.06 0.07 -0.494
S 0.690 -1.207 -1.590 0.09 0.09 -0.17 0.694
O 0.063 0.092 -2.139 -0.04 -0.04 0.07 -0.632
C 2.175 -1.406 -2.607 -0.06 -0.06 0.03 -1.024
C 3.312 -2.059 -1.831 -0.03 -0.01 0.05 -0.004
C 4.556 -2.198 -2.699 0.01 0.00 -0.01 -1.396
H 0.487 -5.245 -0.268 0.00 -0.01 0.00 0.380
H -0.866 -4.129 -0.071 -0.01 0.00 0.00 0.325
H 0.786 -3.555 0.126 0.00 -0.01 0.00 0.298
H -0.408 -4.622 -2.502 -0.02 0.00 0.02 0.416
H 1.215 -4.019 -2.333 -0.03 0.00 -0.02 0.224
H -1.316 -2.366 -1.804 -0.01 0.04 0.00 0.076
H -0.419 -2.320 -3.342 0.02 0.02 0.00 0.507
H 2.420 -0.387 -2.910 0.02 0.02 0.04 0.532
H 1.919 -1.971 -3.506 -0.04 0.02 0.00 0.385
H 2.996 -3.042 -1.471 0.04 0.02 0.00 0.200
H 3.532 -1.462 -0.943 0.01 0.01 -0.01 0.370
H 4.357 -2.816 -3.576 0.00 0.00 0.00 0.348
H 5.369 -2.660 -2.142 0.00 0.00 0.01 0.386
H 4.900 -1.223 -3.048 0.00 0.00 0.00 0.336
```
Positions in Å, forces in eV/Å.


Density functional theory data (ωB97M-V/def2-TZVPD) for the molecule C5H6S at a distorted geometry.

As for the energy relative to the best compared isomer or geometry (same formula, charge and spin): 52.0 kcal/mol. The energy comes out at -16114.28406 eV. As for the gap between HOMO and LUMO (alpha / beta): 0.263 / 0.222 Eh.

The geometry in XYZ format:
```
12
Properties=species:S:1:pos:R:3:forces:R:3:mulliken_charge:R:1
C 1.520 -0.264 -0.100 0.61 1.19 -0.79 -0.377
C 1.458 0.945 -0.878 0.58 -0.28 0.22 0.019
C 0.202 -0.722 0.384 0.90 -0.57 0.77 -0.541
C -0.755 0.333 -0.067 -0.40 2.14 -2.93 -0.577
C 0.171 1.332 -0.853 -2.98 -1.98 1.92 -0.320
S 2.529 2.009 -1.612 1.07 -0.11 -0.19 -0.353
H 2.487 -0.661 0.087 0.42 -0.77 0.45 0.470
H 0.104 -1.747 0.074 -0.76 -0.53 -0.54 0.320
H 0.193 -0.819 1.477 0.06 0.16 0.05 0.265
H -1.681 0.178 -0.706 1.22 -0.73 0.53 0.338
H -1.183 0.901 0.723 -0.21 0.44 1.13 0.286
H -0.162 2.263 -1.202 -0.51 1.04 -0.64 0.470
```
Positions in Å, forces in eV/Å.


Density functional theory data (ωB97M-V/def2-TZVPD) for a structure of composition C17H24Cl5N3NbORb at a distorted geometry.

As for the energy relative to the best compared isomer or geometry (same formula, charge and spin): 45.1 kcal/mol. Its total charge is +2. The energy comes out at -89338.54002 eV. As for the gap between HOMO and LUMO: 0.258 Eh.

The geometry in XYZ format:
```
52
Properties=species:S:1:pos:R:3:forces:R:3:mulliken_charge:R:1
N 0.611 -0.652 1.590 1.95 0.89 2.29 -0.700
C 1.496 -0.465 2.499 -0.97 0.05 -0.63 0.852
O 2.290 -0.291 3.348 -2.09 -0.58 -2.34 -0.381
Rb -2.115 -2.931 0.074 -3.55 -4.21 2.60 0.793
Nb -0.557 0.174 0.227 2.77 0.48 0.42 -0.226
N -0.719 -1.523 -0.963 3.36 5.37 -1.74 -0.279
N 0.678 1.623 -0.292 -2.58 -0.99 -0.08 0.670
C 0.344 -2.456 -1.523 0.08 -0.06 -0.17 1.297
C 2.044 2.169 -0.260 0.86 0.10 0.08 0.895
C -0.310 -3.534 -2.415 0.09 -0.26 -0.07 -1.497
C 1.335 -1.680 -2.394 0.18 0.13 -0.06 -1.623
C 1.094 -3.113 -0.366 0.27 -0.17 0.11 -1.385
C 2.265 2.933 1.047 -0.20 -0.01 0.20 -1.328
C 2.275 3.127 -1.430 -0.06 -0.03 -0.21 -1.721
C 3.050 1.030 -0.331 0.25 -0.06 -0.16 -1.599
H -0.801 -4.349 -1.852 0.11 0.35 -0.22 0.382
H 0.489 -4.025 -2.994 -0.35 0.17 0.20 0.425
H -1.013 -3.100 -3.141 0.15 -0.16 0.17 0.394
H 0.845 -1.263 -3.285 0.35 -0.17 0.16 0.436
H 2.132 -2.365 -2.732 -0.35 0.36 0.11 0.591
H 1.796 -0.856 -1.829 -0.19 -0.37 -0.19 0.138
H 1.512 -2.365 0.320 -0.09 -0.33 -0.31 0.158
H 1.929 -3.694 -0.786 -0.33 0.13 0.20 0.485
H 0.481 -3.820 0.220 0.22 0.22 -0.19 0.327
H 1.572 3.777 1.132 0.18 -0.05 0.09 0.358
H 3.293 3.319 1.061 -0.32 -0.05 0.03 0.480
H 2.132 2.274 1.913 0.07 0.14 -0.09 0.176
H 1.683 4.044 -1.328 0.12 -0.14 -0.07 0.421
H 2.037 2.645 -2.385 0.06 0.11 0.08 0.393
H 3.334 3.416 -1.447 -0.30 -0.07 0.00 0.445
H 4.061 1.458 -0.267 -0.30 -0.23 0.01 0.514
H 2.974 0.501 -1.288 0.12 0.13 0.24 0.427
H 2.930 0.322 0.497 0.05 0.11 -0.21 0.233
C -1.445 -0.737 -1.997 0.16 -0.89 -0.21 -0.594
H -1.642 0.317 -1.642 -0.33 -0.15 -0.36 0.278
H -0.892 -0.669 -2.947 -0.21 0.25 0.49 0.443
H -2.435 -1.175 -2.205 0.21 0.46 0.08 0.377
C -0.415 2.601 -0.579 0.92 0.20 -0.05 -0.825
H -1.423 2.172 -0.348 -0.06 0.09 0.06 0.304
H -0.310 3.507 0.039 -0.29 -0.42 -0.03 0.417
H -0.417 2.893 -1.640 -0.10 -0.25 0.32 0.365
Cl -0.686 2.071 2.891 -0.45 -0.16 -0.10 -0.074
C -2.107 1.078 2.712 -0.40 -0.99 -0.09 0.518
C -2.366 0.507 1.443 -0.34 0.31 -0.45 0.536
C -3.543 -0.262 1.299 0.43 -0.21 0.40 -0.482
Cl -4.217 -0.619 -0.303 0.38 0.23 0.85 -0.046
C -4.150 -0.821 2.434 0.31 -0.08 0.00 0.255
Cl -4.982 -2.336 2.265 -0.28 0.64 0.14 -0.109
C -3.882 -0.274 3.710 0.44 0.36 -0.57 0.149
Cl -4.731 -0.836 5.075 0.18 0.06 -0.20 -0.105
C -2.898 0.748 3.833 -0.15 -0.11 -0.35 0.154
Cl -2.623 1.507 5.338 -0.02 -0.14 -0.18 -0.111
```
Positions in Å, forces in eV/Å.